1.
2 unconnected molecules or ions with the total composition CH3Cl2FSi at a distorted geometry. Source: OMol25; level of theory: ωB97M-V/def2-TZVPD.

The total energy is -36726.2295 eV. As for the energy relative to the best compared isomer or geometry (same formula, charge and spin): 107.97 kcal/mol. As for the SMILES: C=[Si](Cl)Cl.F. As for the net charge: 0. Its highest occupied orbital energy is -9.1841 eV. Its spin multiplicity is 1.

Last column: natural (NBO) charge in e.
Positions of all 8 atoms, in Å:
C -0.983 0.194 0.540  -1.21
Si 0.280 1.031 -0.444  1.40
Cl 1.738 2.265 0.001  -0.31
Cl 0.908 0.156 -2.227  -0.34
H -0.932 0.346 1.554  0.22
H -1.991 0.231 0.126  0.25
F 0.742 -2.485 0.113  -0.59
H 0.238 -1.738 0.336  0.57

Forces on the atoms, in the same order (eV/Å):
1.527 1.033 -3.385
-1.895 -2.688 -0.178
0.898 0.785 0.657
-0.666 0.586 0.694
0.049 0.700 2.381
0.267 -0.552 -0.160
0.279 -0.312 -0.023
-0.458 0.447 0.012


2.
A gas-phase ion, C7H14N (charge +1) at a distorted geometry. Source: OMol25; level of theory: ωB97M-V/def2-TZVPD.

The total energy is -8966.1350 eV. As for the energy relative to the best compared isomer or geometry (same formula, charge and spin): 67.86 kcal/mol. As for the SMILES: C=[N+]=CCCC(C)C. As for the net charge: +1. Its highest occupied orbital energy is -14.3249 eV. Its spin multiplicity is 1.

Last column: natural (NBO) charge in e.
Positions of all 22 atoms, in Å:
C 1.192 -0.021 2.410  0.08
N 1.991 0.049 1.447  -0.24
C 2.481 0.155 0.300  0.26
C 1.576 -0.459 -0.896  -0.47
C -0.026 -0.406 -1.408  -0.34
C -1.023 -0.097 -0.363  -0.23
C -2.438 -0.463 -0.705  -0.59
C -0.958 1.218 0.352  -0.60
H 1.147 -0.880 3.038  0.25
H 0.656 0.874 2.614  0.24
H 3.572 0.224 0.258  0.26
H 1.731 -1.506 -0.831  0.25
H 2.182 -0.058 -1.797  0.25
H -0.263 -1.419 -1.739  0.24
H -0.011 0.379 -2.310  0.23
H -0.746 -0.829 0.469  0.16
H -2.765 0.319 -1.368  0.21
H -2.618 -1.367 -1.164  0.22
H -3.018 -0.450 0.175  0.22
H 0.057 1.549 0.597  0.17
H -1.417 1.250 1.289  0.22
H -1.302 1.940 -0.369  0.23

Forces on the atoms, in the same order (eV/Å):
1.115 0.677 -0.706
-0.509 0.013 0.402
-2.285 -2.481 -0.581
1.142 2.312 -2.356
2.238 2.589 -1.106
0.542 -2.429 3.466
0.537 2.331 -0.181
1.731 0.806 -1.910
-0.138 -0.737 0.213
-0.523 0.588 0.541
-0.296 0.728 -0.502
0.754 -1.042 0.277
-1.004 -1.039 1.261
0.517 0.228 -0.416
-0.281 -1.859 1.842
-0.188 0.243 -0.729
-0.735 0.312 -0.382
0.121 -2.160 -1.108
-0.852 0.230 1.020
0.257 -0.158 -0.435
-1.579 -0.015 1.144
-0.565 0.863 0.247


3.
A molecular structure, C19H15BrN11Pt. Source: OMol25; level of theory: ωB97M-V/def2-TZVPD.

The total energy is -109628.0701 eV. As for the energy relative to the best compared isomer or geometry (same formula, charge and spin): 6.04 kcal/mol. As for the net charge: -1. Its highest occupied orbital energy is -4.5367 eV. Its spin multiplicity is 1.

Last column: natural (NBO) charge in e.
Positions of all 47 atoms, in Å:
Pt 0.420 -0.150 -0.167  0.72
N 3.415 -0.594 1.511  -0.62
C 3.392 -0.488 0.137  0.44
N 4.519 -0.532 -0.559  -0.40
N 4.140 -0.378 -1.843  -0.11
N 2.870 -0.223 -1.933  -0.12
N 2.351 -0.295 -0.682  -0.42
C 2.431 -0.805 2.482  0.40
N 2.762 -0.792 3.768  -0.41
N 1.608 -1.063 4.400  -0.14
N 0.655 -1.225 3.540  -0.18
N 1.149 -1.077 2.286  -0.50
H 4.347 -0.572 1.890  0.42
N -1.481 -0.001 0.647  -0.77
C -2.388 0.761 -0.168  0.11
C -3.599 0.213 -0.552  -0.24
C -4.440 0.914 -1.405  -0.22
C -4.053 2.165 -1.858  -0.23
C -2.840 2.707 -1.453  -0.21
C -1.979 2.026 -0.597  0.04
C -0.688 2.621 -0.154  -0.07
C -0.659 4.001 0.072  -0.23
C 0.501 4.639 0.468  -0.25
C 1.654 3.885 0.646  -0.20
C 1.630 2.516 0.436  -0.23
C 0.473 1.839 0.033  -0.19
H -1.863 -0.915 0.870  0.40
H -1.271 0.448 1.540  0.43
H -3.882 -0.768 -0.186  0.21
H -5.383 0.481 -1.714  0.21
H -4.689 2.719 -2.537  0.21
H -2.535 3.673 -1.835  0.21
H -1.571 4.577 -0.044  0.20
H 0.503 5.707 0.648  0.20
H 2.575 4.360 0.962  0.20
H 2.543 1.956 0.595  0.22
Br -2.438 -4.577 -2.661  0.06
C -0.998 -4.051 -1.556  -0.13
C -0.157 -4.992 -0.991  -0.19
C 0.878 -4.537 -0.195  -0.22
C 1.028 -3.177 0.018  0.08
N 0.205 -2.281 -0.532  -0.44
C -0.787 -2.707 -1.317  0.03
H -0.309 -6.047 -1.172  0.23
H 1.567 -5.227 0.271  0.23
H 1.807 -2.787 0.655  0.25
H -1.414 -1.946 -1.765  0.23

Forces on the atoms, in the same order (eV/Å):
-0.036 0.103 -0.070
0.033 0.078 0.004
0.002 0.006 0.045
-0.016 -0.175 -0.044
0.022 0.238 0.028
-0.036 -0.215 -0.024
0.036 0.060 0.074
0.024 -0.017 -0.035
0.010 0.003 -0.015
-0.024 0.042 -0.007
-0.040 -0.018 -0.021
0.070 -0.063 -0.019
0.002 -0.018 -0.009
-0.099 -0.083 0.079
0.083 0.036 -0.020
0.002 -0.019 -0.013
0.019 0.040 -0.011
-0.009 -0.030 0.012
-0.011 0.001 0.001
0.010 0.055 0.018
-0.063 -0.050 -0.017
0.011 0.026 0.002
0.026 -0.038 0.000
-0.039 0.016 -0.014
0.045 -0.007 0.002
-0.006 -0.022 0.024
0.002 0.010 0.014
-0.038 0.055 -0.024
0.001 0.000 -0.002
0.000 -0.003 -0.001
-0.002 -0.001 0.001
0.000 -0.003 0.002
0.004 0.000 0.007
0.004 0.001 0.002
-0.004 0.009 0.001
-0.022 -0.011 -0.007
0.002 -0.004 0.002
-0.007 0.027 -0.017
0.002 -0.023 -0.007
0.022 0.006 0.004
-0.045 -0.028 -0.058
0.072 -0.086 0.077
0.007 0.035 -0.003
-0.002 0.001 0.000
-0.003 -0.004 -0.002
-0.009 0.068 0.034
-0.001 0.002 0.008


4.
A gas-phase ion, CH4NO3 (charge -1) at a distorted geometry. Source: OMol25; level of theory: ωB97M-V/def2-TZVPD.

The total energy is -8732.6738 eV. As for the energy relative to the best compared isomer or geometry (same formula, charge and spin): 98.44 kcal/mol. As for the SMILES: [O-][C@H](O)NO. As for the net charge: -1. Its highest occupied orbital energy is -2.9469 eV. Its spin multiplicity is 1.

Last column: natural (NBO) charge in e.
Positions of all 9 atoms, in Å:
O -0.458 0.680 1.089  -0.85
C -0.321 -0.394 0.470  0.53
O 0.655 -1.266 0.933  -0.77
N 0.367 -0.019 -1.095  -0.46
O 0.136 1.398 -1.128  -0.69
H -1.254 -1.152 0.367  0.03
H 1.161 -0.518 1.433  0.45
H -0.273 -0.250 -1.914  0.29
H -0.014 1.522 -0.155  0.47

Forces on the atoms, in the same order (eV/Å):
-0.351 1.478 1.318
-1.455 -3.056 -3.167
2.067 1.592 2.374
-1.937 -0.068 -0.362
0.677 0.816 -0.401
1.175 1.595 -0.379
-0.518 -2.210 -0.949
0.639 -0.512 1.546
-0.297 0.365 0.020


5.
2 unconnected molecules or ions with the total composition C7H14O at a distorted geometry. Source: OMol25; level of theory: ωB97M-V/def2-TZVPD.

The total energy is -9522.9427 eV. As for the energy relative to the best compared isomer or geometry (same formula, charge and spin): 34.88 kcal/mol. As for the net charge: +1. Its expectation value of S² is 0.789. Its highest occupied orbital energy (spin up / spin down) is -14.8566 / -14.8320 eV. Its spin multiplicity is 2.

Last column: Löwdin spin population.
Positions of all 22 atoms, in Å:
C -0.195 2.643 -0.429  0.00
C 0.697 1.515 -0.988  0.00
C -0.034 0.176 -0.993  0.02
C 0.248 -0.712 0.239  0.13
C -0.281 -0.334 1.431  0.39
C 2.252 -1.839 -0.713  0.29
C 1.059 -1.856 -0.022  0.08
H 0.358 3.583 -0.496  0.00
H -0.438 2.632 0.644  0.00
H -1.156 2.711 -0.959  0.00
H 1.098 1.867 -1.934  0.00
H 1.591 1.445 -0.324  0.00
H 0.272 -0.291 -1.973  0.00
H -1.111 0.257 -1.061  0.01
H -0.751 0.620 1.687  0.01
H -0.143 -1.028 2.260  0.01
H 2.755 -1.009 -1.163  0.01
H 2.767 -2.780 -0.686  0.01
H 0.853 -2.871 0.344  0.00
H -3.831 -1.581 1.198  0.00
H -2.832 -1.160 2.151  0.00
O -3.176 -1.986 1.787  0.01

Forces on the atoms, in the same order (eV/Å):
0.205 0.559 0.242
-0.072 1.233 2.148
1.593 -0.912 -1.243
0.063 1.010 -3.553
-0.094 -0.872 2.116
-0.860 -0.255 0.417
0.405 -0.791 0.322
-0.263 0.097 -0.389
0.124 -0.646 -0.190
0.390 0.108 -0.051
-0.310 -0.516 -0.378
-0.442 -0.038 -0.430
-0.383 -0.302 1.254
-0.407 0.303 0.092
0.145 -0.303 -0.647
-0.106 0.193 0.057
-0.067 0.549 -0.125
0.414 -0.208 -0.292
-0.332 0.720 0.637
-0.225 -0.699 -0.118
0.170 -0.322 0.545
0.052 1.092 -0.412


6.
2 unconnected molecules or ions with the total composition C5H9NO. Source: OMol25; level of theory: ωB97M-V/def2-TZVPD.

The total energy is -8863.8407 eV. As for the energy relative to the best compared isomer or geometry (same formula, charge and spin): 123.88 kcal/mol. As for the SMILES: C[C@H]1N/C1=C1/CO1.[H][H]. As for the net charge: 0. Its highest occupied orbital energy is -8.4667 eV. Its spin multiplicity is 1.

Last column: natural (NBO) charge in e.
Positions of all 16 atoms, in Å:
C -2.125 -0.278 -0.054  -0.63
C -1.107 0.430 0.810  -0.06
N -0.480 -0.353 1.900  -0.57
C 0.273 -0.022 0.756  0.04
C 1.368 -0.375 0.136  0.20
C 2.467 -0.342 -0.785  -0.12
O 2.403 -1.245 0.352  -0.46
H -2.343 0.276 -0.972  0.22
H -3.065 -0.409 0.495  0.21
H -1.743 -1.265 -0.335  0.21
H -1.344 1.456 1.094  0.21
H -0.789 -1.323 1.902  0.35
H 2.405 -0.814 -1.764  0.19
H 3.226 0.430 -0.672  0.19
H 0.370 2.263 -1.311  0.01
H 0.483 1.571 -1.553  -0.01

Forces on the atoms, in the same order (eV/Å):
-0.033 -0.016 -0.023
-0.109 0.117 -0.149
0.000 -0.252 0.162
0.205 -0.149 -0.180
-0.224 0.124 0.153
0.062 0.158 -0.246
0.118 -0.097 0.270
0.067 -0.024 0.121
0.107 0.058 -0.079
-0.083 0.142 0.024
0.115 -0.175 -0.050
-0.012 0.066 0.009
-0.040 0.015 0.170
-0.149 -0.039 -0.104
0.001 0.031 -0.039
-0.025 0.040 -0.040